(1)
This record from the OMol25 dataset describes a cluster of 7 separate species, C16H34Br10N2O2 in total at a distorted geometry. The level of theory is wB97M-V/def2-TZVPD.

```
64
Properties=species:S:1:pos:R:3:mulliken_charge:R:1
C 0.679 0.056 -0.772 0.61
N -0.517 0.465 -1.581 0.23
C -0.122 1.148 -2.855 -0.97
C -1.787 0.456 -1.260 0.37
O -2.722 1.004 -1.872 -0.63
H 0.349 -0.211 0.232 -0.68
H 1.461 0.786 -0.563 -0.28
H 1.232 -0.678 -1.358 0.29
H 0.751 0.674 -3.304 0.38
H -0.801 0.913 -3.675 0.16
H 0.323 2.137 -2.746 0.35
H -1.914 -0.136 -0.341 0.06
C 2.178 1.626 4.324 -0.94
N 2.324 0.292 3.817 0.29
C 2.263 0.309 2.318 -1.16
C 2.420 -0.844 4.554 0.09
O 2.456 -1.919 4.029 -0.54
H 1.350 2.164 3.864 0.29
H 3.029 2.237 4.023 0.31
H 2.013 1.673 5.401 0.32
H 3.226 0.626 1.919 0.37
H 2.003 -0.667 1.908 0.27
H 1.519 1.004 1.928 0.45
H 2.392 -0.720 5.647 0.30
Br -3.340 0.543 -6.965 -0.18
C -3.562 -0.160 -5.143 -0.46
C -4.972 -0.826 -5.205 -0.72
Br -5.226 -1.851 -3.520 -0.20
H -3.415 0.577 -4.353 0.28
H -2.835 -0.967 -5.054 0.37
H -5.005 -1.463 -6.089 0.48
H -5.834 -0.177 -5.360 0.41
Br -5.190 -0.947 5.158 -0.18
C -3.404 -1.176 4.301 -0.63
C -3.170 -0.372 3.033 -0.44
Br -1.327 -0.743 2.328 -0.09
H -3.272 -2.246 4.137 0.38
H -2.674 -0.794 5.014 0.35
H -3.166 0.706 3.191 0.41
H -3.848 -0.658 2.228 0.25
Br 2.975 -3.039 -0.778 -0.12
C 4.720 -2.666 0.200 -0.47
C 5.734 -3.841 0.213 -0.54
Br 4.818 -5.552 0.853 -0.14
H 4.562 -2.481 1.263 0.28
H 4.929 -1.648 -0.131 0.24
H 6.462 -3.538 0.965 0.38
H 6.227 -3.984 -0.749 0.36
Br -6.954 -0.478 0.843 -0.20
C -6.058 0.397 -0.706 -0.39
C -7.148 0.735 -1.783 -0.62
Br -6.236 1.837 -3.214 -0.19
H -5.339 -0.216 -1.249 0.19
H -5.590 1.311 -0.342 0.38
H -8.049 1.246 -1.443 0.45
H -7.485 -0.196 -2.238 0.37
Br 3.682 2.640 -0.478 -0.14
C 5.580 3.028 -0.747 -0.48
C 6.561 2.074 -0.017 -0.46
Br 8.444 2.379 -0.519 -0.14
H 5.689 4.029 -0.330 0.34
H 5.745 2.946 -1.821 0.37
H 6.289 1.034 -0.200 0.16
H 6.575 2.140 1.071 0.36
```

Computed properties:
Maximum force: 4.872 eV Å⁻¹
ΔE to the lowest compared entry with this formula, charge and spin: 52.2 kcal per mole
Total energy: -724642.216 eV
HOMO: -9.563 eV
HOMO-LUMO gap: 9.6 eV
SMILES: CN(C)C=O.CN(C)C=O.BrCCBr.BrCCBr.BrCCBr.BrCCBr.BrCCBr

(2)
This record from the OMol25 dataset describes a cluster of 11 separate species, C16H34ClFINO14 in total at a distorted geometry. The level of theory is wB97M-V/def2-TZVPD.

```
68
Properties=species:S:1:pos:R:3:mulliken_charge:R:1
C -0.937 -0.545 -4.869 -0.72
C -0.783 -0.996 -3.316 -0.60
C 0.009 0.131 -2.441 0.87
F 0.271 1.325 -3.195 -0.37
C -0.740 0.440 -1.038 -0.14
C -2.215 0.981 -1.122 0.29
Cl -3.075 1.317 -2.701 -0.24
C -3.049 1.288 0.173 -1.01
C -2.334 1.040 1.513 0.50
C -0.860 0.497 1.649 0.22
C -0.038 0.215 0.357 0.73
C 1.490 -0.294 0.448 -1.13
I 2.892 1.153 -0.470 0.06
C 1.704 -1.795 -0.083 0.08
C 2.653 -2.540 1.016 -1.12
C -0.340 0.284 3.130 0.48
O 0.377 -0.652 3.543 -0.56
C -0.853 1.378 4.208 0.43
O 0.068 1.785 5.223 -0.22
N 0.505 3.081 5.014 0.08
O 1.343 3.023 4.162 -0.19
C -2.190 1.873 4.083 -0.61
C -3.134 1.370 2.875 0.02
O -4.383 1.284 2.993 -0.50
H -1.712 0.303 -4.982 0.19
H 0.047 -0.118 -5.291 0.29
H -1.265 -1.461 -5.482 0.23
H -0.226 -1.991 -3.305 0.31
H -1.822 -1.166 -2.847 0.32
H 1.039 -0.347 -2.227 -0.38
H -4.116 1.685 0.079 0.40
H 1.781 -0.296 1.560 0.75
H 0.731 -2.406 -0.093 0.33
H 2.172 -1.842 -1.139 0.20
H 2.029 -3.008 1.861 0.30
H 3.340 -1.772 1.544 0.21
H 3.351 -3.309 0.547 0.34
H -2.550 2.658 4.831 0.38
O 5.108 -4.188 1.933 -0.55
H 5.614 -4.897 1.517 0.28
H 5.400 -4.202 2.853 0.29
O -7.302 2.110 1.832 -0.64
H -6.425 1.774 2.064 0.31
H -7.629 1.479 1.179 0.31
O -4.943 -1.509 3.188 -0.66
H -4.991 -1.861 2.290 0.30
H -4.676 -0.587 3.064 0.30
O -4.361 0.855 6.135 -0.65
H -4.322 0.665 5.189 0.35
H -5.144 0.378 6.436 0.30
O 3.891 4.906 -1.418 -0.65
H 3.276 5.361 -0.830 0.32
H 3.898 3.995 -1.089 0.27
O 4.049 -1.072 -3.481 -0.60
H 4.394 -0.586 -4.240 0.30
H 4.127 -0.448 -2.748 0.25
O -0.892 -2.957 -6.974 -0.62
H -0.949 -3.838 -7.366 0.29
H -1.102 -2.362 -7.705 0.31
O 7.552 -2.697 2.234 -0.63
H 6.934 -1.961 2.318 0.31
H 7.507 -2.934 1.300 0.32
O -4.504 0.167 -5.594 -0.60
H -4.245 0.410 -4.695 0.28
H -4.579 1.013 -6.052 0.33
O 4.746 3.357 0.583 -0.56
H 4.875 3.153 1.518 0.26
H 5.513 3.901 0.354 0.30
```

Computed properties:
Maximum force: 4.334 eV Å⁻¹
Total energy: -70628.280 eV
HOMO: -9.676 eV
HOMO-LUMO gap: 7.5 eV
SMILES: CC[C@@H](F)c1c(Cl)cc2c(c1[C@H](I)CC)C(=O)C(ON=O)=CC2=O.O.O.O.O.O.O.O.O.O.O

(3)
This record from the OMol25 dataset describes a structure of composition C16H34CoP2 at a distorted geometry. The level of theory is wB97M-V/def2-TZVPD.

```
53
Properties=species:S:1:pos:R:3:lowdin_spin:R:1
P -1.690 -0.010 -1.711 0.00
P 1.290 -2.207 -0.101 0.03
C -0.594 -1.366 -2.261 0.00
C -0.050 -2.470 -1.322 0.01
H 0.204 -0.946 -2.902 0.00
H -1.267 -1.885 -2.967 0.00
H -0.876 -2.990 -0.810 0.00
H 0.400 -3.217 -1.997 0.00
C 2.799 -2.348 -1.104 0.02
H 3.665 -2.037 -0.506 0.00
H 2.749 -1.723 -2.008 0.00
H 2.925 -3.395 -1.402 0.00
C 1.280 -3.679 0.935 0.01
H 1.682 -4.524 0.364 0.00
H 0.257 -3.906 1.261 0.00
H 1.915 -3.504 1.812 0.00
C -1.818 0.932 -3.298 0.00
H -2.309 1.898 -3.117 0.00
H -2.418 0.348 -4.009 0.00
H -0.818 1.111 -3.718 0.00
C -3.369 -0.757 -1.715 0.00
H -3.406 -1.651 -1.077 0.00
H -3.626 -1.042 -2.744 0.00
H -4.103 -0.028 -1.349 0.00
Co 0.256 3.108 3.764 1.95
C 1.474 -0.840 0.920 0.08
C 2.097 0.207 0.095 0.60
C 1.378 0.859 -0.968 0.09
C 0.290 1.902 -0.590 0.05
C -1.146 1.416 -0.740 0.00
C -1.788 0.376 0.093 0.00
C -1.190 -0.627 1.059 0.00
C 0.179 -0.356 1.705 0.04
C -1.401 4.176 3.000 0.01
H 2.210 -1.178 1.676 0.00
H 3.153 0.430 0.250 0.03
H 0.880 0.062 -1.540 0.02
H 2.119 1.312 -1.657 0.00
H 0.448 2.295 0.426 0.01
H 0.410 2.761 -1.270 0.00
H -1.820 2.246 -0.977 0.00
H -2.816 0.636 0.370 0.00
H -1.239 -1.643 0.627 0.00
H -1.920 -0.671 1.893 0.00
H 0.284 0.712 1.959 0.01
H 0.175 -0.902 2.663 0.00
H -2.183 4.265 3.779 0.00
H -1.881 3.690 2.130 0.00
H -1.095 5.191 2.679 0.00
C 2.285 2.558 3.612 0.01
H 2.671 2.276 4.609 0.00
H 2.859 3.428 3.237 0.00
H 2.490 1.708 2.941 0.00
```

Computed properties:
Maximum force: 2.970 eV Å⁻¹
ΔE to the lowest compared entry with this formula, charge and spin: 113.3 kcal per mole
Total energy: -73337.021 eV
HOMO (alpha / beta): -4.646 / -4.005 eV
HOMO-LUMO gap (alpha / beta): 4.1 / 3.4 eV
<S²>: 3.763
2S+1: 4

(4)
This record from the OMol25 dataset describes a structure of composition C16H34F6N2O6Zn at a distorted geometry. The level of theory is wB97M-V/def2-TZVPD.

```
65
Properties=species:S:1:pos:R:3:mulliken_charge:R:1
Zn -0.344 0.699 -0.020 1.49
C -0.265 -0.178 -3.148 -0.32
O 0.681 -1.153 -2.627 -0.15
O -0.722 0.560 -2.048 -0.64
C 0.431 0.672 -4.388 0.56
F 1.663 1.091 -4.095 -0.24
F 0.583 -0.059 -5.539 -0.29
F -0.356 1.793 -4.735 -0.29
C 0.770 -2.405 -3.342 -0.30
C 1.752 -3.307 -2.510 -1.30
H 1.944 -4.265 -2.993 0.40
H 2.734 -2.835 -2.484 0.35
H 1.461 -3.474 -1.473 0.24
H 1.159 -2.327 -4.357 0.35
H -0.152 -2.978 -3.242 0.26
H -1.064 -0.780 -3.580 0.49
C -1.301 1.969 2.813 -0.42
O 0.096 1.593 3.032 -0.25
O -1.568 1.556 1.483 -0.82
C -2.320 1.539 3.954 0.81
F -3.581 1.225 3.487 -0.27
F -1.885 0.517 4.647 -0.26
F -2.547 2.554 4.767 -0.29
C 0.801 2.244 4.118 -0.55
C 2.322 2.132 3.839 -1.05
H 2.928 2.303 4.729 0.47
H 2.608 1.123 3.543 0.25
H 2.578 2.861 3.069 0.17
H 0.675 1.639 5.016 0.31
H 0.445 3.231 4.414 0.44
H -1.290 3.058 2.763 0.38
C 2.986 1.098 -0.820 -1.54
C 2.384 1.550 0.467 0.64
C 1.568 2.847 0.201 -1.06
O 0.481 2.583 -0.634 -0.34
C 0.456 3.471 -1.797 -1.07
N 1.510 0.431 0.862 -0.29
H 2.302 0.727 -1.584 0.14
H 3.579 0.191 -0.698 0.43
H 3.475 1.908 -1.359 0.43
H 3.233 1.625 1.146 0.26
H 2.213 3.629 -0.197 0.71
H 1.148 3.272 1.113 0.29
H 1.220 3.411 -2.572 0.38
H 0.424 4.487 -1.403 0.43
H -0.406 3.296 -2.441 0.23
H 1.249 0.492 1.835 0.11
H 2.092 -0.391 0.794 0.36
C -3.192 -0.733 -0.164 -1.50
C -2.276 -1.559 0.714 0.59
C -2.399 -3.120 0.659 -1.03
O -1.926 -3.580 -0.588 -0.21
C -2.067 -5.024 -0.666 -0.91
N -0.782 -1.300 0.481 0.06
H -3.123 -1.140 -1.173 0.31
H -3.082 0.348 -0.246 0.22
H -4.205 -0.827 0.229 0.46
H -2.500 -1.333 1.756 0.19
H -3.454 -3.395 0.664 0.51
H -1.886 -3.628 1.476 0.39
H -3.064 -5.418 -0.468 0.33
H -1.315 -5.532 -0.063 0.36
H -1.902 -5.322 -1.701 0.25
H -0.611 -1.991 -0.236 -0.05
H -0.366 -1.672 1.323 0.37
```

Computed properties:
Maximum force: 4.199 eV Å⁻¹
ΔE to the lowest compared entry with this formula, charge and spin: 50.5 kcal per mole
Total energy: -97130.394 eV
HOMO: -8.541 eV
HOMO-LUMO gap: 8.7 eV